[1]
C3H5O4PS | ωB97M-V/def2-TZVPD

Each line ends with the natural charge from an NBO analysis.
Cartesian coordinates (Å):
O (-1.84300, 1.41654, 0.86491)  -1.17
P (-1.85003, 0.01958, 0.41144)  2.25
O (-2.58473, -0.90891, 1.34766)  -1.18
O (-2.15015, -0.28303, -1.22997)  -0.87
C (-0.73118, -0.68315, -0.84910)  0.01
O (0.26603, -0.00622, -1.43783)  -0.55
C (1.10577, 0.64671, -0.50660)  -0.06
C (1.32865, 0.04297, 0.82358)  -0.56
S (1.70623, -1.68176, 0.44595)  -0.74
H (-0.73267, -1.76252, -0.99379)  0.18
H (0.79311, 1.68424, -0.47584)  0.15
H (2.11572, 0.82128, -0.94791)  0.15
H (2.14332, 0.48957, 1.12992)  0.18
H (0.43292, 0.20471, 1.41760)  0.20

- Orbital gap: 5.7 eV
- 2S+1: 1
- SMILES: O=[P@@]1([O-])O[C@H]1OCC[S-]
- Total energy: -1157.809642 Eh
- Net charge: -2
- E_HOMO: 0.5 eV



[2]
C4H4Cl12Cr2O8S2 | ωB97M-V/def2-TZVPD

Each line ends with the Löwdin spin population.
Cartesian coordinates (Å):
Cr (7.26939, 5.91946, 14.56106)  3.87
Cr (7.95703, 7.10680, 11.06528)  3.86
S (6.23534, 8.15331, 13.45493)  0.02
O (5.58744, 6.85087, 13.35121)  0.02
O (5.10046, 9.06403, 13.48307)  -0.01
O (6.95784, 7.94970, 14.68590)  0.04
O (7.12663, 8.32325, 12.31806)  0.03
S (9.42796, 5.66174, 12.84706)  0.02
O (8.00892, 5.62032, 12.60402)  0.07
O (10.21241, 4.51523, 12.48691)  0.00
O (9.69373, 6.80072, 12.04141)  0.04
O (9.19250, 5.85479, 14.26757)  0.04
C (11.70450, 5.62211, 9.80960)  0.00
Cl (12.84365, 4.33484, 9.57814)  0.00
Cl (10.01920, 5.22394, 9.20726)  0.00
Cl (12.29414, 7.20854, 9.23207)  0.00
H (11.65419, 5.70338, 10.89540)  0.00
C (13.14596, 3.54455, 13.64803)  0.00
Cl (12.30891, 2.45964, 14.80102)  0.00
Cl (14.84154, 3.03515, 13.26403)  0.00
Cl (13.18481, 5.24341, 14.15208)  0.00
H (12.61784, 3.61048, 12.69680)  0.00
C (11.07577, 8.39582, 15.70500)  0.00
Cl (10.10571, 9.46704, 14.70786)  0.00
Cl (10.21616, 7.68179, 17.06467)  0.00
Cl (12.56035, 9.21775, 16.11902)  0.00
H (11.45555, 7.62512, 15.03426)  0.00
C (9.59476, 1.40567, 11.75323)  0.00
Cl (10.93901, 0.29059, 12.03507)  0.00
Cl (8.54598, 1.62664, 13.19086)  0.00
Cl (8.67075, 0.84671, 10.34364)  0.00
H (10.03973, 2.35647, 11.45984)  0.00

- Orbital gap (spin up / spin down): 7.4 / 8.0 eV
- 2S+1: 9
- Total energy: -9164.325532 Eh
- E_HOMO (spin up / spin down): -9.5 / -10.0 eV



[3]
C4H4N2O2 | ωB97M-V/def2-TZVPD

Each line ends with the natural charge from an NBO analysis.
Cartesian coordinates (Å):
C (-0.85514, -0.90376, 1.13128)  0.23
C (0.01825, 0.95135, -0.28315)  0.53
C (1.33521, 0.82095, 0.30659)  -0.72
C (-0.85490, -0.15185, -0.08336)  -0.37
N (-1.09468, -1.66319, 1.96807)  -0.28
N (-0.17918, -1.42884, -1.28710)  0.29
O (-0.42249, 1.88817, -0.93080)  -0.51
O (-1.05858, -1.85268, -1.92412)  -0.17
H (2.05091, 1.41431, -0.04352)  0.24
H (1.65538, -0.20813, 0.34781)  0.23
H (1.25991, 1.20802, 1.29035)  0.26
H (-1.85468, -0.07433, -0.49205)  0.26

- Orbital gap: 8.4 eV
- 2S+1: 1
- Total energy: -414.673263 Eh
- E_HOMO: -9.7 eV



ΔE to the lowest compared entry with this formula, charge and spin? In order: 209.48 0.00 454.00 kJ/mol.